C22H55O22P4 | ωB97M-V/def2-TZVPD

Output
Kohn-Sham gap in Eh: 0.2599
Charge: -1
HOMO in eV: -4.853

XYZ file:
```
103
Properties=species:S:1:pos:R:3:forces:R:3:lowdin_charge:R:1
C -0.652717 -1.006403 0.360239 -0.6 -0.5 0.1 -0.047
C -1.596975 -1.894136 -0.463556 -0.8 -0.5 -1.1 -0.804
O -1.097534 -2.525023 -1.425481 0.6 0.1 0.1 -0.099
O -2.817965 -1.903517 -0.152530 0.3 0.4 0.4 -0.105
H -1.239127 -0.796874 1.255164 0.5 0.4 0.3 0.056
H -0.415517 -0.101997 -0.203070 0.0 0.1 0.1 0.044
H 0.259325 -1.571727 0.550099 0.1 0.2 0.2 0.054
C -5.682814 -0.237934 1.944190 0.6 -0.4 0.0 -0.068
O -5.389628 0.246669 3.276190 -0.1 0.2 0.0 -0.206
P -4.483241 1.529904 3.428636 -0.2 -0.3 -0.5 0.324
O -4.003779 1.774801 4.777559 0.0 0.1 0.5 -0.218
O -3.409025 1.302891 2.298788 -0.1 0.5 0.2 -0.194
C -2.195711 2.020305 2.280940 1.8 0.4 -1.0 -0.108
O -5.339393 2.716457 2.795315 0.1 0.0 -0.2 -0.232
C -6.666012 2.971622 3.235854 0.0 -0.1 0.4 -0.103
H -6.686092 -0.649797 1.954241 -0.1 0.1 0.0 0.086
H -4.950542 -1.008740 1.699853 -0.1 0.0 -0.1 0.090
H -5.568333 0.543475 1.194262 -0.2 0.1 0.1 0.077
H -2.039100 2.865470 2.952584 -0.7 -0.4 0.7 0.095
H -1.997187 2.494210 1.311808 -0.7 -0.3 -0.2 0.077
H -1.373784 1.309629 2.380074 -0.1 -0.1 0.4 0.067
H -6.796352 4.048949 3.176906 -0.3 0.0 -0.2 0.087
H -6.841070 2.660520 4.269374 0.2 0.0 0.0 0.089
H -7.363745 2.405107 2.617382 -0.1 0.3 -0.2 0.086
C -4.276464 4.363922 -4.494755 0.0 0.5 0.2 -0.081
O -3.559476 4.735552 -3.308150 0.2 0.3 -0.3 -0.210
P -3.665715 3.876088 -1.998378 0.1 -0.3 0.0 0.299
O -2.987160 4.408988 -0.825050 0.0 0.4 0.3 -0.215
O -5.236940 3.689769 -1.840299 -0.3 -0.4 0.3 -0.227
C -5.922059 4.165707 -0.677460 0.6 0.1 0.5 -0.084
O -3.131570 2.495437 -2.491139 0.1 -0.7 -0.6 -0.236
C -3.147123 1.314378 -1.619744 -0.5 1.4 -0.1 -0.012
H -3.715424 3.626263 -5.062628 0.0 -0.1 0.0 0.088
H -4.383126 5.286501 -5.061790 0.1 -0.1 -0.1 0.088
H -5.269467 4.003228 -4.234728 0.0 -0.2 -0.1 0.082
H -5.312842 4.026761 0.219775 0.1 0.0 -0.1 0.074
H -6.829296 3.585308 -0.541412 -0.2 0.1 -0.3 0.085
H -6.102709 5.234057 -0.786555 -0.3 0.0 0.0 0.090
H -4.197456 1.153116 -1.387895 0.1 -0.5 0.1 0.089
H -2.607732 1.621852 -0.728743 0.2 -0.6 0.1 0.071
H -2.698537 0.508396 -2.181748 0.0 -0.2 0.2 0.089
C 1.377374 1.571409 4.509936 -1.0 0.1 0.2 -0.101
O 2.177877 0.516222 3.992168 0.3 0.2 0.1 -0.196
P 3.544700 0.830680 3.235496 -0.4 -0.5 -0.1 0.336
O 4.190001 2.075371 3.642382 0.1 0.3 0.2 -0.228
O 3.213394 0.667493 1.706656 0.1 0.0 -0.1 -0.195
C 2.260646 1.528546 1.093875 -1.0 0.1 0.0 -0.087
O 4.354508 -0.504698 3.424344 0.1 0.0 0.2 -0.190
C 5.304223 -0.614326 4.474022 0.6 -0.1 0.5 -0.100
H 1.902942 2.517127 4.622454 0.3 -0.1 -0.1 0.083
H 0.968382 1.271774 5.475169 0.3 -0.1 0.0 0.090
H 0.504188 1.712426 3.865527 0.2 0.0 -0.1 0.071
H 1.291556 1.026380 1.006936 0.3 -0.3 -0.2 0.070
H 2.625703 1.791143 0.106789 0.0 0.1 0.0 0.090
H 2.024152 2.427141 1.673532 0.6 0.1 0.0 0.089
H 4.890282 -0.952266 5.427656 -0.5 -0.1 -0.3 0.092
H 5.808639 0.327349 4.698486 -0.1 0.1 -0.4 0.082
H 6.038686 -1.350670 4.156126 0.0 0.0 0.0 0.077
C 1.015773 -4.515761 1.612758 0.3 1.0 -0.5 -0.047
O 2.389638 -4.411675 2.036061 -0.3 -0.2 0.3 -0.198
P 3.285796 -5.519708 2.665419 0.4 -0.2 -0.6 0.308
O 3.789595 -6.554264 1.764335 0.1 -0.4 -0.2 -0.230
O 2.484855 -6.109544 3.885868 -0.5 0.5 0.3 -0.207
C 2.714541 -7.429432 4.350938 -0.1 -0.4 -0.1 -0.104
O 4.417113 -4.638375 3.334387 0.0 -0.2 0.1 -0.200
C 5.636120 -4.424873 2.638237 1.1 0.6 0.4 -0.101
H 0.644719 -5.505229 1.358975 0.4 -0.2 0.3 0.095
H 0.998477 -3.912153 0.706582 -0.4 -0.1 0.0 0.077
H 0.422522 -4.016178 2.372901 -0.2 -0.2 0.0 0.094
H 2.334540 -8.166834 3.641819 0.0 0.1 -0.1 0.088
H 2.158451 -7.524940 5.280515 0.1 0.0 0.1 0.085
H 3.775987 -7.628209 4.496845 0.0 0.1 0.1 0.088
H 5.681711 -4.838450 1.635293 -0.3 -0.1 0.0 0.086
H 6.465834 -4.826903 3.228957 -0.2 -0.3 0.0 0.085
H 5.841959 -3.351305 2.620634 -0.4 0.0 -0.3 0.075
O 1.170436 5.183293 -5.283294 -0.1 0.2 0.1 0.099
C 0.873297 4.212860 -5.927306 0.4 -0.1 -0.1 -0.553
O 0.331899 3.100504 -5.417174 0.1 -0.1 0.0 -0.011
C -0.011123 3.109604 -4.014658 -0.7 0.4 0.2 -0.198
C -0.056463 1.686574 -3.502677 0.2 0.1 -0.5 -0.049
C 1.114947 4.059585 -7.409228 -0.3 -0.4 0.1 0.014
H -1.002290 3.568854 -3.962381 0.0 0.0 0.2 0.110
H 0.649014 3.761592 -3.447473 0.3 -0.1 -0.2 0.121
H -0.979238 1.202127 -3.815681 0.0 -0.1 0.1 0.076
H 0.015692 1.664576 -2.417057 -0.1 0.0 0.0 0.078
H 0.778439 1.128871 -3.927498 0.0 0.0 0.2 0.068
H 1.727059 4.860977 -7.803661 0.0 0.1 0.1 0.080
H 0.150368 4.028319 -7.920764 0.0 0.1 0.0 0.086
H 1.580082 3.090308 -7.591135 0.1 0.1 0.0 0.085
O 4.606434 -4.384718 -1.800827 0.0 0.0 0.0 0.102
C 4.285819 -4.036628 -2.906675 -0.2 -0.1 0.3 -0.547
O 3.484970 -2.993381 -3.173684 -0.2 -0.2 -0.2 -0.019
C 2.691857 -2.428120 -2.122356 -0.3 0.8 0.5 -0.206
C 2.453844 -0.953194 -2.442153 -0.1 -0.7 0.5 -0.058
C 4.672185 -4.714466 -4.188802 0.1 0.3 -0.3 0.013
H 3.215119 -2.482780 -1.166978 0.1 -0.2 -0.1 0.116
H 1.740743 -2.952852 -1.999157 0.1 -0.2 -0.4 0.121
H 1.630217 -0.622698 -1.806326 0.2 0.2 0.1 0.061
H 2.123581 -0.783593 -3.464238 0.3 -0.1 -0.1 0.066
H 3.381638 -0.437786 -2.196407 -0.2 0.4 -0.3 0.077
H 5.647639 -5.186474 -4.124865 0.0 0.0 0.1 0.081
H 4.649122 -3.962564 -4.976830 0.1 -0.2 -0.1 0.082
H 3.929291 -5.475217 -4.426964 -0.1 0.0 0.1 0.090
```
Forces are in eV/Å.